No. 1
A cluster of 2 separate species, C2H4N3OP in total at a distorted geometry. Source: the Open Molecules 2025 dataset; level of theory: wB97M-V/def2-TZVPD.

Net charge: 0
HOMO: -8.818 eV
E_LUMO: 0.729 eV
HOMO-LUMO gap: 9.547 eV
ΔE to the lowest compared entry with this formula, charge and spin: 264.8 kJ/mol

```
11
Properties=species:S:1:pos:R:3:forces:R:3
C -0.704 -2.202 0.329 -0.304 0.123 -0.203
H 0.703 2.946 0.489 -0.022 0.497 0.173
N 1.509 0.979 -0.197 0.065 -0.434 -0.083
P 0.062 1.710 0.316 0.123 0.465 0.375
C 2.187 0.002 -0.097 -0.284 0.937 -0.231
H -2.831 -0.267 -0.601 -0.230 -0.467 0.157
H -0.343 2.070 -0.973 -0.334 0.091 -0.202
N -1.853 -0.251 -0.348 -0.573 1.705 -0.504
H -0.290 -2.842 1.052 0.203 -0.343 0.624
O 2.955 -0.864 -0.083 0.686 -1.184 0.150
N -1.396 -1.281 0.112 0.672 -1.392 -0.256
```
Positions in Å, forces in eV/Å.

No. 2
A structure of composition C21H27Br42O6P at a distorted geometry. Source: the Open Molecules 2025 dataset; level of theory: wB97M-V/def2-TZVPD.

Net charge: 0
HOMO: -10.047 eV
E_LUMO: -0.436 eV
HOMO-LUMO gap: 9.610 eV

```
97
Properties=species:S:1:pos:R:3:forces:R:3
C 6.830 -1.268 0.491 0.193 0.311 0.074
Br -2.251 -1.237 13.495 0.043 -0.106 -0.005
Br -4.057 3.804 -10.242 0.079 0.094 0.056
Br -5.502 3.037 9.036 0.048 -0.075 0.105
Br -5.648 -7.568 1.062 0.057 0.099 -0.070
H 7.195 -2.074 1.140 -0.244 0.041 -0.222
C 3.684 -1.789 -0.923 -0.271 -0.885 0.099
C 0.656 -2.280 0.768 2.357 1.540 -0.356
O 2.615 2.437 0.458 -0.880 -0.740 0.199
Br 3.249 -3.736 -9.538 -0.101 0.040 -0.076
Br -2.080 -1.162 4.016 -0.042 -0.087 0.014
H 5.085 -0.854 1.659 0.125 -0.040 -0.721
Br -3.574 -3.179 9.982 -0.093 0.007 -0.018
Br -2.551 0.578 -3.623 -0.064 0.102 -0.072
Br -0.752 3.160 -4.209 -0.213 -0.081 0.011
C 5.323 -1.044 0.586 0.335 0.089 0.952
H -0.493 1.382 -2.513 -0.116 0.176 0.064
H 1.841 -1.412 2.446 -0.305 -0.529 -0.233
C 5.607 -4.180 3.379 0.027 -0.095 -0.131
H -1.344 -3.427 4.687 -0.038 0.014 -0.026
Br -6.050 -5.305 -1.153 -0.014 -0.280 0.013
H 3.020 -0.061 1.282 0.361 -0.160 -0.797
H 7.305 -0.340 0.848 -0.093 -0.245 -0.048
Br -3.585 6.071 -8.050 0.061 -0.134 -0.130
Br -2.906 -4.029 2.869 0.050 0.078 0.112
Br 1.132 0.121 -6.607 -0.097 0.056 -0.091
H -1.966 4.604 -9.201 -0.018 -0.015 -0.004
H -1.250 0.782 -6.664 0.042 0.028 -0.013
Br 7.037 5.897 -2.083 0.179 0.028 0.046
Br -4.576 -2.116 -0.381 0.135 0.114 0.005
C 2.697 5.682 -4.130 0.018 -0.106 -0.173
C -5.463 -3.299 9.590 -0.065 0.036 0.024
C -1.368 1.905 -2.883 0.158 -0.202 -0.089
C -5.896 -1.525 -1.655 0.026 -0.011 0.109
Br -6.274 -1.556 9.480 0.044 -0.128 0.030
C -1.477 -3.000 13.590 -0.030 0.015 -0.001
H 1.962 -0.758 -1.446 0.062 0.018 0.305
H -4.772 -5.258 0.962 -0.041 -0.003 -0.048
C 2.297 -1.267 -0.524 0.589 1.314 -2.504
H 5.248 -4.967 4.027 -0.003 0.054 -0.011
C -4.882 -6.022 0.203 0.037 0.024 -0.024
H -4.173 3.643 -3.977 -0.038 0.021 0.011
H -0.589 1.634 0.797 -0.083 0.182 0.083
C 1.236 -1.116 1.584 -0.632 0.543 0.363
Br -2.169 2.806 -1.376 -0.059 -0.022 -0.103
Br -5.741 3.160 -5.827 0.053 0.079 0.114
Br 0.409 -2.932 13.987 -0.129 0.000 -0.008
H 0.865 -3.085 -9.627 0.038 0.011 -0.021
P 1.413 1.371 0.275 -0.121 -0.023 -1.257
C -2.839 5.131 -9.557 -0.051 0.071 -0.025
H 2.505 3.017 -0.312 0.269 0.237 0.145
C -4.386 2.489 10.511 0.029 -0.004 0.002
C -0.496 0.728 -7.440 -0.079 -0.040 0.117
Br 7.337 -3.645 4.042 -0.133 0.013 -0.060
O 0.856 1.416 -1.092 0.259 -0.068 -0.224
Br 1.817 -1.369 -11.128 0.058 -0.128 -0.006
O -0.234 -2.998 1.028 -1.081 -0.946 0.364
Br 1.036 6.361 -4.819 0.064 0.118 -0.047
Br 1.012 -4.400 -11.717 0.063 0.089 0.082
Br 7.591 8.901 -2.995 0.017 -0.125 0.008
C 8.192 7.070 -3.084 0.005 -0.025 -0.014
Br 4.048 7.043 -3.964 -0.259 -0.061 0.026
C -5.121 4.087 -4.254 0.078 -0.107 -0.044
Br -3.483 -3.300 5.923 0.086 0.065 -0.071
H 4.171 -1.092 -1.624 -0.071 0.077 0.424
H 3.506 -2.703 -1.512 -0.058 0.185 0.199
O 4.525 -2.157 0.155 0.264 1.065 -0.418
C 2.163 -0.260 0.632 -1.377 -0.805 2.418
Br -1.129 -0.518 -8.767 -0.001 0.092 0.079
O 0.234 1.759 1.299 0.998 -0.366 0.113
Br 2.381 4.715 -2.491 0.083 0.119 0.062
H 0.363 -0.601 2.005 0.332 0.118 -0.110
H 8.133 6.767 -4.120 0.002 0.016 0.041
Br 10.035 6.893 -2.545 -0.144 0.033 -0.017
H 5.076 -0.124 0.034 -0.106 -0.311 0.021
Br -2.428 -4.131 14.828 0.073 0.090 -0.076
H -3.710 3.307 10.720 -0.039 -0.025 -0.008
Br -3.307 0.959 10.056 -0.047 0.077 0.036
C 1.627 -3.140 -10.394 -0.026 0.032 0.027
H -5.556 -3.756 8.613 0.024 0.001 0.046
Br -0.306 2.506 -8.165 0.086 -0.095 0.020
Br 5.723 -4.913 1.599 -0.010 0.057 0.236
Br -3.120 -6.388 -0.496 -0.187 0.071 0.079
Br 4.325 -2.736 3.489 0.064 -0.225 0.182
H 3.063 4.955 -4.843 -0.001 0.037 0.024
C -2.314 -3.035 4.412 -0.057 -0.071 -0.099
Br -5.581 -2.244 -3.418 0.036 0.105 0.105
Br -2.246 6.342 -10.938 -0.056 -0.082 0.079
Br -4.794 5.953 -4.607 -0.059 -0.075 0.118
O 1.361 -2.330 -0.401 -0.307 -0.322 0.852
Br -6.380 -4.444 10.840 0.098 0.103 -0.068
Br -6.321 3.848 -2.763 0.061 0.083 -0.096
H -6.856 -1.901 -1.326 0.050 -0.011 -0.009
Br -5.999 0.396 -1.669 -0.043 -0.057 -0.119
H 7.199 -1.422 -0.530 -0.274 -0.147 0.151
Br -5.416 2.180 12.112 0.051 -0.015 -0.123
H -1.581 -3.446 12.610 -0.009 0.009 0.045
```
Positions in Å, forces in eV/Å.

No. 3
A cluster of 6 separate species, C13H25F12N6O11S4 in total at a distorted geometry. Source: the Open Molecules 2025 dataset; level of theory: wB97M-V/def2-TZVPD.

Net charge: 0
2S+1: 2
HOMO (alpha / beta): -9.450 / -9.448 eV
E_LUMO (alpha / beta): -1.438 / -7.085 eV
HOMO-LUMO gap (alpha / beta): 8.013 / 2.363 eV

```
71
Properties=species:S:1:pos:R:3:forces:R:3
O 16.334 -26.147 -12.284 -1.235 1.131 0.437
O 12.658 -24.477 -13.719 1.271 0.542 1.361
H 21.351 -21.707 -9.028 0.282 0.261 -0.196
F 12.275 -21.355 -13.429 0.263 -1.178 0.777
H 13.561 -19.556 -8.177 0.099 -0.382 -0.771
H 20.665 -20.120 -9.594 0.481 0.042 0.269
S 15.036 -25.721 -12.791 1.667 -2.415 -0.340
C 19.465 -22.594 -12.557 0.279 0.744 -1.072
H 20.692 -20.990 -11.729 0.007 -0.435 -0.389
S 14.121 -25.176 -7.178 -1.979 -1.836 0.195
H 19.932 -21.059 -8.267 -0.160 0.050 -0.208
N 16.038 -23.560 -10.010 0.363 0.975 1.000
H 23.407 -24.214 -8.468 0.026 -0.177 -0.118
H 16.246 -18.655 -6.183 -0.058 0.013 -0.725
O 15.518 -21.028 -9.317 -0.710 -0.689 -1.395
F 12.507 -26.607 -12.049 0.420 1.368 1.243
F 12.593 -23.167 -5.970 0.981 -0.937 -1.137
F 18.333 -25.502 -7.128 1.464 0.064 -2.359
O 14.433 -22.994 -14.491 -0.340 -0.993 2.938
C 19.608 -25.650 -10.072 0.219 -0.464 -1.644
H 17.774 -18.548 -7.203 -0.150 0.665 0.591
O 22.270 -26.591 -9.316 0.057 -0.760 -0.126
N 15.384 -25.100 -8.046 0.540 -2.666 0.840
H 17.579 -19.646 -5.835 0.147 -0.373 -0.255
F 13.816 -28.112 -12.486 1.617 0.434 0.380
H 20.298 -23.018 -13.118 -0.061 0.079 -0.135
H 14.642 -18.464 -9.122 -0.274 -0.022 0.011
C 20.452 -21.122 -9.223 0.390 0.681 0.541
C 13.485 -23.272 -6.953 -1.265 2.242 -0.529
C 14.567 -19.149 -8.278 -0.876 0.828 0.938
O 14.362 -25.583 -5.853 0.670 0.328 2.835
F 14.484 -22.439 -6.705 0.011 -1.309 0.037
H 17.046 -23.566 -10.075 0.415 -0.029 -0.629
H 20.138 -25.766 -11.017 -0.240 -0.458 -0.269
N 20.588 -25.103 -9.162 -2.134 1.177 0.550
C 13.793 -26.904 -11.862 -1.118 -1.636 -1.144
O 16.770 -27.129 -9.090 -1.082 2.054 2.536
F 11.879 -22.705 -11.714 0.144 0.535 -0.275
N 20.018 -21.715 -11.528 -0.575 -0.710 1.697
N 14.691 -24.095 -12.146 0.313 -3.947 -1.805
O 15.219 -27.816 -7.331 0.903 3.535 -0.206
C 12.824 -22.182 -12.510 0.782 0.407 0.051
H 14.624 -18.585 -7.347 0.513 0.193 -0.194
F 14.101 -27.120 -10.557 -0.319 0.859 -1.119
C 17.518 -26.353 -6.585 0.198 0.606 1.174
C 19.645 -21.820 -10.231 -2.104 -1.491 -0.346
C 15.614 -20.178 -8.457 -1.210 0.028 -0.215
N 16.679 -20.184 -7.703 1.641 0.957 2.489
F 18.173 -27.443 -6.168 -1.035 0.481 -0.839
H 17.423 -20.739 -8.099 0.085 -0.283 0.230
F 12.964 -22.951 -8.132 0.152 -0.513 0.779
O 12.926 -25.876 -7.714 0.456 1.523 -0.781
H 22.019 -23.908 -7.438 -0.250 0.056 -0.153
F 13.640 -21.400 -11.746 -0.399 -0.559 -0.207
H 19.078 -26.577 -9.854 0.733 -0.246 0.627
H 23.020 -25.280 -7.119 0.097 -0.173 -0.209
S 16.094 -26.709 -7.847 1.052 -3.823 -2.455
O 14.840 -26.058 -14.209 -0.142 1.465 2.691
H 15.744 -24.106 -9.213 0.117 -0.363 -0.209
H 18.846 -23.438 -12.252 0.179 0.425 0.775
H 20.348 -24.178 -8.836 0.101 -0.256 0.239
O 18.661 -22.508 -9.856 1.359 0.644 -0.546
H 18.770 -24.994 -10.308 0.436 0.601 0.484
S 13.776 -23.623 -13.311 -3.540 3.828 -5.768
C 22.589 -24.695 -7.932 0.335 0.408 0.819
F 17.125 -25.642 -5.547 -1.641 -0.781 1.307
H 15.460 -23.752 -10.816 0.189 -0.733 -1.221
C 17.063 -19.183 -6.675 0.657 -0.637 -0.593
H 15.778 -22.609 -9.789 0.215 1.097 0.308
H 18.860 -21.967 -13.212 -0.039 -0.278 -0.266
C 21.795 -25.583 -8.848 0.611 0.222 -0.300
```
Positions in Å, forces in eV/Å.

No. 4
A structure of composition C37H32Cl6InN5O6S at a distorted geometry. Source: the Open Molecules 2025 dataset; level of theory: wB97M-V/def2-TZVPD.

Net charge: 0
HOMO: -7.285 eV
E_LUMO: -1.732 eV
HOMO-LUMO gap: 5.553 eV
ΔE to the lowest compared entry with this formula, charge and spin: 1618.1 kJ/mol

```
88
Properties=species:S:1:pos:R:3:forces:R:3
C 3.016 -0.342 3.040 -1.027 -1.318 0.753
C -2.054 0.408 -0.872 0.298 0.111 -0.010
C 2.400 5.797 -0.821 0.001 0.001 0.014
C 2.436 5.034 -1.958 -0.015 -0.017 -0.017
C 1.101 1.791 -0.665 -0.421 -0.030 0.491
C 0.541 4.873 -7.364 -0.001 0.001 0.006
C -2.742 2.171 0.266 -0.041 0.005 0.015
C 2.960 4.529 -6.817 0.001 -0.001 -0.004
H 0.303 -1.628 3.296 0.061 -0.034 -0.009
H 2.782 5.459 -2.889 -0.003 0.004 -0.005
C -1.731 -0.657 -1.910 -0.049 -0.165 -0.046
H 4.092 -0.439 3.075 0.196 0.519 0.057
H -0.722 3.305 4.931 -0.006 -0.001 0.004
C 1.637 -2.708 5.846 0.001 -0.083 0.029
H 1.195 3.545 1.378 0.009 -0.020 0.008
H -2.744 0.878 -3.300 -0.206 -0.261 0.058
H 2.925 0.715 0.818 0.040 0.327 -0.203
H -0.137 4.056 -7.615 -0.001 0.001 0.000
C 1.176 -3.166 4.471 -0.079 0.128 -0.353
H 5.023 4.206 -6.323 0.000 0.001 -0.002
H 4.488 3.238 -4.086 -0.001 0.001 0.002
N -2.190 1.274 1.102 0.109 0.018 -0.040
H 0.970 5.250 -8.291 0.001 0.001 -0.001
C 1.328 3.885 -5.166 0.015 0.013 -0.005
H 1.818 -3.964 4.094 0.025 -0.048 0.044
C 4.741 -3.283 -2.075 -0.003 -0.014 -0.038
C 1.629 4.419 -6.426 -0.004 -0.008 -0.007
H 1.940 5.889 1.291 0.003 0.002 0.001
O 1.019 0.969 -1.526 0.071 -0.146 -0.144
C 2.338 -2.547 -0.718 -0.072 -0.144 -0.122
H -0.813 4.099 -5.385 -0.002 0.007 0.012
C -2.269 0.188 3.254 -0.025 0.019 -0.009
Cl 0.857 -4.072 -2.405 -0.067 -0.011 -0.031
H 1.670 2.009 -3.024 0.050 -0.009 0.031
O -1.068 -1.652 -1.548 0.015 0.270 0.022
C -1.158 2.432 4.463 0.001 -0.007 0.028
N 1.178 -2.088 3.484 -1.085 -0.530 0.343
C -0.083 3.743 -4.665 -0.053 0.010 0.001
O -2.207 -0.468 -3.041 0.198 -0.008 -0.070
Cl 6.299 -1.828 -0.418 -0.017 -0.007 0.013
Cl 2.572 -0.511 1.400 -0.036 -0.287 -1.229
C 3.996 4.117 -5.993 0.003 -0.004 0.004
H 2.632 -2.264 5.791 0.014 0.001 0.012
H 1.510 -0.034 4.517 0.125 -0.006 -0.127
C -3.160 2.429 -2.230 0.084 0.040 -0.048
H -1.164 3.308 2.499 -0.015 -0.006 -0.008
H 0.952 -1.967 6.260 0.006 0.017 -0.008
S 0.387 -0.128 0.998 -1.044 0.189 -0.569
N 3.880 -1.228 0.804 0.022 -0.019 -0.605
C 1.547 3.969 0.449 -0.004 -0.028 -0.036
C -1.972 1.321 2.510 -0.049 -0.029 0.060
H -0.230 4.302 -3.738 -0.004 -0.002 0.007
C 1.566 3.156 -0.702 -0.023 0.029 -0.103
C 2.277 -1.808 2.744 1.848 0.763 1.136
N 2.096 2.925 -3.061 -0.094 0.051 -0.086
C 1.959 5.273 0.404 -0.008 0.024 -0.001
H -1.256 1.306 6.286 0.003 0.000 0.002
C 3.706 3.581 -4.751 0.000 0.001 -0.023
In -0.006 -2.891 0.028 0.214 -0.074 0.288
C 3.518 -3.770 -2.520 -0.003 -0.027 -0.005
C -1.411 2.444 3.100 0.044 0.004 -0.038
C -2.006 0.187 4.615 0.003 -0.011 -0.003
H 1.525 1.211 3.275 0.025 -0.039 -0.043
H 1.681 -3.553 6.535 0.006 0.013 0.022
Cl 3.444 -4.815 -3.890 0.013 -0.004 -0.008
O -3.162 1.804 -3.378 0.053 0.297 -0.074
C 4.776 -2.439 -0.975 -0.036 -0.011 0.034
C 3.597 -2.075 -0.301 0.250 -0.014 0.028
N -1.747 0.196 0.411 0.054 0.016 0.169
O -3.504 3.580 -2.099 -0.052 -0.016 0.011
H -0.324 2.700 -4.449 -0.018 -0.034 0.006
H 0.165 -3.571 4.509 -0.004 -0.045 0.062
C 2.376 -3.388 -1.823 0.205 0.102 0.088
C -1.452 1.307 5.222 -0.005 0.013 -0.019
H -2.696 -0.676 2.761 -0.012 -0.002 0.006
C 2.026 3.681 -1.939 0.075 0.016 0.025
C 2.168 0.556 3.868 0.294 0.842 0.435
C -2.671 1.667 -1.029 -0.080 -0.085 0.112
H -0.061 5.670 -6.924 -0.001 -0.002 0.000
Cl 6.194 -3.716 -2.891 -0.005 0.010 0.011
Cl -3.478 3.576 0.856 0.018 -0.009 0.011
O 0.636 1.437 0.673 0.563 0.246 -0.069
H -2.252 -0.686 5.206 0.020 -0.012 -0.001
C 2.383 3.475 -4.351 0.052 -0.015 0.061
H 2.789 1.204 4.487 -0.026 -0.023 0.010
H 2.722 6.829 -0.874 -0.003 0.000 -0.002
H 3.186 4.943 -7.792 -0.001 0.001 -0.001
H 3.082 -2.532 2.775 -0.390 -0.451 -0.309
```
Positions in Å, forces in eV/Å.